No. 1
{"formula": "C27H48AsN3ORuSb", "method": "ωB97M-V/def2-TZVPD", "elements": ["Ru", "C", "C", "Sb", "C", "C", "C", "C", "H", "H", "H", "H", "H", "H", "H", "H", "H", "H", "H", "H", "H", "H", "H", "C", "C", "As", "C", "C", "C", "C", "H", "H", "H", "H", "H", "H", "H", "H", "H", "H", "H", "H", "H", "H", "H", "N", "C", "O", "C", "C", "C", "N", "C", "C", "H", "H", "H", "H", "H", "H", "C", "N", "C", "C", "C", "C", "C", "C", "C", "C", "H", "H", "H", "H", "H", "H", "H", "H", "H", "H", "H", "H"], "xyz": [[13.0724, 10.6906, 11.7180], [9.6789, 6.9232, 11.3003], [10.8197, 7.3480, 12.1708], [12.6166, 8.1878, 11.0348], [12.3494, 7.7721, 8.9197], [13.3098, 6.6571, 8.4382], [14.1403, 7.0083, 12.1826], [14.1564, 5.4672, 12.1694], [8.9042, 6.3836, 11.8025], [10.0787, 6.2541, 10.4619], [9.1455, 7.7890, 10.8132], [11.3020, 6.4453, 12.6091], [10.5959, 8.2055, 12.8467], [12.6403, 8.7317, 8.5198], [11.3025, 7.5288, 8.7561], [14.2690, 7.0401, 8.1706], [12.8632, 6.1292, 7.5970], [13.3895, 5.8835, 9.2029], [13.8747, 7.3599, 13.1728], [15.1078, 7.4654, 11.8770], [13.3003, 5.0500, 12.6929], [15.0979, 5.1157, 12.6034], [14.1343, 5.1277, 11.1073], [17.6956, 10.0266, 12.0176], [16.4988, 10.8879, 12.3218], [15.2348, 10.7509, 10.7674], [15.8795, 9.5351, 9.3798], [16.6796, 10.2786, 8.3288], [15.2312, 12.7002, 10.0442], [14.3371, 12.9124, 8.8025], [18.2255, 10.3701, 11.1209], [17.4831, 8.9418, 11.9050], [18.4393, 10.1713, 12.8096], [16.7446, 11.9669, 12.2705], [15.9843, 10.6990, 13.2670], [15.0976, 8.9651, 8.8905], [16.4908, 8.7871, 9.8760], [16.1068, 11.1714, 7.9404], [16.8527, 9.5354, 7.4890], [17.6674, 10.4692, 8.7265], [16.2500, 12.9482, 9.7309], [14.8842, 13.2739, 10.9255], [14.9468, 13.0817, 7.8638], [13.7060, 13.8264, 8.8948], [13.5796, 12.1254, 8.6921], [11.6630, 12.6945, 18.0123], [12.7125, 11.8284, 17.7335], [13.5551, 11.5713, 18.6114], [12.6529, 11.2703, 16.3854], [13.7114, 10.4467, 15.9041], [13.8404, 10.1344, 14.5933], [12.8746, 10.5297, 13.6809], [11.7888, 11.1622, 14.1580], [11.6256, 11.5348, 15.4630], [11.9537, 13.2551, 18.8194], [11.4031, 13.3366, 17.2703], [14.4186, 10.0478, 16.6951], [14.6608, 9.5284, 14.1432], [10.9566, 11.3243, 13.4735], [10.6594, 11.8727, 15.7036], [9.4796, 11.4329, 7.8716], [9.1314, 11.2433, 9.2828], [7.7843, 10.6590, 9.5118], [10.1906, 11.0718, 10.2641], [11.0075, 12.3818, 10.5307], [10.5573, 13.6388, 10.0856], [11.3231, 14.7783, 10.2805], [12.3300, 14.7779, 11.2148], [12.7013, 13.5873, 11.7634], [12.1498, 12.3225, 11.2853], [9.4090, 10.4589, 7.4080], [10.4907, 11.8693, 7.7099], [8.7151, 12.0825, 7.2942], [7.8677, 9.6097, 9.2212], [7.0097, 11.2259, 9.0420], [7.5576, 10.6293, 10.6138], [10.8194, 10.1998, 9.9948], [9.7930, 10.7938, 11.2924], [9.6537, 13.7327, 9.4946], [11.0349, 15.7167, 9.7925], [12.7946, 15.7043, 11.4973], [13.5214, 13.4740, 12.5011]], "atomic_forces_ev_per_a": [[0.152, -1.678, -0.599], [0.196, 0.366, -2.588], [1.346, 0.680, -0.262], [-0.273, -1.964, 1.320], [1.007, -0.384, 0.619], [-1.483, -0.436, 0.514], [0.134, 0.238, -0.757], [0.046, 0.559, -1.550], [-0.292, -0.473, 0.604], [-0.773, 0.792, 1.056], [0.604, -0.669, 0.331], [-0.392, 0.970, 0.307], [0.119, -1.119, 0.001], [-0.323, 0.281, -0.592], [-0.035, 0.164, 0.014], [0.658, 0.119, -0.131], [0.137, 0.239, -0.273], [0.319, 0.051, -0.051], [0.086, 0.280, 0.287], [-0.543, -0.406, 0.259], [0.078, -0.074, 0.063], [-0.286, -0.003, 0.086], [0.063, -0.082, 0.886], [0.968, -0.376, 0.219], [-0.513, 0.552, -1.043], [0.069, 2.029, -0.968], [0.135, -0.134, 0.115], [-0.315, -0.692, -1.338], [0.058, -0.811, -0.386], [-0.278, 0.776, -0.382], [-0.289, -0.113, -0.007], [0.081, 0.698, 0.239], [-0.161, -0.308, 0.030], [-0.009, -0.533, 0.224], [0.216, -0.081, -0.313], [-0.638, 0.240, 0.282], [0.173, -0.050, 0.156], [1.076, -0.959, 0.332], [-0.245, 1.076, 0.713], [0.155, 0.744, -0.130], [0.025, -0.017, 0.642], [0.567, -0.331, -0.622], [-0.774, -0.572, 1.059], [0.630, -0.404, 0.181], [0.365, -0.120, -0.320], [1.202, 0.740, 0.125], [0.388, 0.696, 3.758], [-1.482, -0.127, -2.763], [0.676, -1.310, -2.440], [0.634, 0.181, 2.692], [-0.585, -0.507, -2.001], [0.109, -0.116, 2.586], [-0.358, -0.472, -0.165], [1.094, -0.746, 0.495], [-0.549, -0.359, 0.043], [-0.209, -0.290, -0.032], [-0.649, 0.726, -1.192], [-0.771, 0.503, 0.770], [0.341, 0.090, 0.024], [-0.807, 0.867, 0.676], [-0.353, 1.770, -0.625], [-0.590, -0.837, -0.656], [1.116, 0.094, 2.392], [0.028, 0.870, 1.788], [-1.245, -0.090, -1.234], [0.170, -0.459, -0.572], [-1.436, 0.531, -0.349], [0.447, 0.166, 0.370], [0.595, -2.395, 0.191], [0.884, 2.952, 0.677], [0.049, -0.518, -0.213], [-0.731, -0.385, 0.461], [0.999, -0.924, 1.265], [-0.296, -0.012, -0.473], [-0.292, 0.146, -0.775], [0.399, 0.228, -1.014], [-0.050, 0.481, -0.427], [-0.240, 0.190, -1.481], [-0.011, -0.070, -0.027], [0.029, -0.431, 0.234], [0.238, 0.189, 0.107], [-0.587, 0.564, -0.443]], "lowdin_spin": [2.07, 0.00, 0.00, 0.08, 0.02, 0.00, 0.05, 0.01, 0.00, 0.00, 0.00, 0.00, 0.00, 0.00, 0.00, 0.00, 0.00, 0.00, 0.00, 0.00, 0.00, 0.00, 0.00, 0.00, 0.00, 0.06, 0.01, 0.00, 0.06, 0.01, 0.00, 0.00, 0.00, 0.00, 0.00, 0.00, 0.00, 0.00, 0.00, 0.00, 0.01, 0.00, 0.00, 0.00, 0.00, 0.00, 0.00, 0.01, 0.04, 0.00, 0.03, 0.09, 0.05, 0.00, 0.00, 0.00, 0.00, 0.00, 0.00, 0.00, 0.06, 0.66, 0.06, 0.07, 0.09, 0.00, 0.07, 0.01, 0.10, 0.13, 0.03, 0.00, 0.02, 0.03, 0.01, 0.00, 0.03, 0.00, 0.00, 0.00, 0.00, 0.01], "spin_multiplicity": 5, "total_charge": 3, "homo_ev": [-15.8, -16.9], "s2": 6.043}

No. 2
{"formula": "C27H48BF2O6", "method": "ωB97M-V/def2-TZVPD", "elements": ["F", "C", "C", "B", "F", "C", "C", "C", "C", "C", "C", "C", "H", "H", "H", "H", "H", "H", "H", "H", "H", "H", "H", "H", "C", "C", "O", "C", "H", "H", "H", "H", "H", "H", "C", "C", "O", "C", "H", "H", "H", "H", "H", "H", "C", "C", "O", "C", "H", "H", "H", "H", "H", "H", "C", "C", "O", "C", "H", "H", "H", "H", "H", "H", "C", "C", "O", "C", "H", "H", "H", "H", "H", "H", "C", "C", "O", "C", "H", "H", "H", "H", "H", "H"], "xyz": [[-1.2254, 2.2267, 1.4491], [-2.0161, 1.1855, 1.9865], [-1.1687, 0.2099, 2.7850], [-0.8798, -1.2390, 2.0900], [-0.1385, -2.0401, 3.1136], [0.1049, -1.1623, 0.7742], [-0.5358, -0.6997, -0.5091], [-1.7508, -1.2410, -0.9514], [-2.3240, -0.8123, -2.1448], [-1.7089, 0.1754, -2.9140], [-0.5001, 0.7162, -2.4949], [0.0787, 0.2703, -1.3090], [-2.7568, 1.6807, 2.6185], [-2.5317, 0.7170, 1.1504], [-0.2250, 0.7027, 3.0357], [-1.6833, 0.0209, 3.7324], [-1.9098, -1.8608, 1.8519], [0.5097, -2.1654, 0.6061], [0.9659, -0.5265, 1.0015], [-2.2375, -2.0082, -0.3738], [-3.2614, -1.2316, -2.4875], [-2.1666, 0.4884, -3.8439], [0.0174, 1.4787, -3.0557], [1.0254, 0.6875, -0.9940], [-0.7828, 4.3190, -0.8637], [0.5553, 4.3592, -1.5432], [0.8707, 3.5544, -2.3920], [1.5205, 5.4435, -1.1200], [-1.3716, 3.4890, -1.2458], [-0.6524, 4.1845, 0.2107], [-1.3145, 5.2586, -1.0383], [1.7380, 5.3583, -0.0542], [1.0941, 6.4296, -1.3132], [2.4484, 5.3354, -1.6776], [4.4178, 3.4797, -3.2480], [5.4273, 4.3901, -2.5923], [5.1192, 5.4718, -2.1471], [6.8476, 3.8803, -2.5076], [3.4338, 3.9427, -3.2435], [4.7167, 3.2734, -4.2775], [4.3616, 2.5331, -2.7081], [7.2356, 3.6884, -3.5093], [6.8750, 2.9485, -1.9408], [7.4729, 4.6210, -2.0141], [2.4700, -0.2707, 4.2387], [3.7804, -0.1898, 3.4982], [4.0972, -0.9748, 2.6366], [4.7072, 0.9424, 3.8954], [1.8690, -1.1032, 3.8731], [2.6652, -0.4032, 5.3059], [1.9049, 0.6521, 4.0977], [4.9645, 0.8606, 4.9530], [4.2142, 1.9019, 3.7312], [5.6160, 0.8976, 3.2986], [0.4113, -6.8277, 3.8069], [-0.7890, -5.9483, 4.0854], [-1.9126, -6.3509, 3.8721], [-0.4979, -4.5766, 4.6199], [0.0799, -7.7904, 3.4221], [1.0586, -6.3460, 3.0726], [0.9815, -6.9815, 4.7247], [0.1150, -4.0156, 3.9138], [0.0322, -4.6589, 5.5728], [-1.4249, -4.0296, 4.7658], [-2.9162, 3.4756, -4.4827], [-3.9145, 3.3042, -3.3598], [-3.5931, 2.8071, -2.3118], [-5.3264, 3.7855, -3.6171], [-1.9483, 3.0938, -4.1636], [-3.2485, 2.9284, -5.3672], [-2.8210, 4.5321, -4.7423], [-5.7550, 3.2532, -4.4682], [-5.3229, 4.8539, -3.8410], [-5.9363, 3.6040, -2.7352], [-2.7452, -6.6343, 0.4041], [-2.5052, -5.6180, -0.6890], [-2.0874, -4.5145, -0.4495], [-2.8172, -6.0519, -2.1068], [-2.4892, -6.2067, 1.3706], [-3.7954, -6.9331, 0.4122], [-2.1341, -7.5224, 0.2300], [-3.8702, -6.3274, -2.1913], [-2.2088, -6.9173, -2.3765], [-2.6025, -5.2331, -2.7900]], "atomic_forces_ev_per_a": [[0.065, 0.068, -0.113], [0.025, -0.051, 0.340], [-0.258, -0.276, -0.173], [0.502, -0.209, 0.180], [0.063, 0.161, -0.027], [-0.374, -0.015, -0.055], [0.228, 0.038, 0.099], [0.054, 0.252, -0.422], [0.307, 0.259, 0.048], [0.092, -0.234, 0.065], [-0.010, -0.315, 0.209], [-0.466, -0.068, -0.105], [-0.078, 0.114, -0.045], [0.046, -0.023, -0.157], [0.053, 0.128, 0.019], [0.035, 0.012, 0.135], [-0.174, 0.135, -0.048], [-0.042, -0.135, 0.049], [0.106, 0.085, -0.049], [0.013, -0.071, 0.152], [-0.073, -0.098, 0.057], [-0.022, 0.101, -0.046], [-0.099, 0.066, -0.150], [0.077, 0.065, 0.081], [-0.048, -0.121, -0.151], [0.031, -0.019, 0.086], [0.110, 0.183, -0.145], [0.142, -0.144, -0.129], [-0.024, -0.035, 0.018], [-0.025, 0.054, 0.014], [0.035, 0.036, 0.085], [-0.096, 0.074, 0.035], [-0.039, 0.009, 0.101], [0.020, 0.097, 0.037], [-0.058, 0.212, 0.054], [-0.107, -0.109, -0.014], [0.033, 0.045, -0.012], [0.026, 0.170, 0.081], [-0.014, -0.058, 0.006], [0.047, -0.096, 0.023], [0.037, -0.051, -0.062], [-0.014, -0.103, 0.005], [0.000, -0.059, -0.081], [-0.007, 0.002, -0.001], [0.035, -0.295, -0.191], [-0.079, 0.034, 0.059], [0.069, -0.028, 0.018], [0.098, -0.045, -0.140], [-0.042, 0.061, -0.046], [-0.021, 0.124, 0.029], [0.015, 0.032, 0.091], [-0.066, 0.071, 0.030], [-0.024, 0.013, 0.094], [-0.007, -0.007, -0.002], [-0.118, -0.121, -0.081], [0.017, 0.036, 0.004], [0.021, -0.028, 0.026], [-0.236, -0.163, 0.052], [-0.007, 0.009, 0.007], [0.062, 0.044, 0.068], [0.076, 0.069, -0.024], [0.019, 0.079, 0.036], [0.098, 0.011, -0.062], [0.001, 0.034, -0.031], [0.103, -0.045, 0.115], [0.133, -0.023, -0.088], [-0.160, 0.093, 0.150], [-0.017, -0.074, 0.145], [-0.007, -0.004, 0.016], [-0.028, 0.075, -0.043], [-0.059, -0.009, -0.083], [0.015, 0.072, -0.059], [-0.007, -0.014, -0.094], [0.008, -0.005, 0.003], [0.070, 0.160, 0.081], [-0.021, -0.044, 0.052], [0.013, -0.039, -0.043], [0.047, 0.147, -0.031], [-0.013, -0.008, -0.005], [0.016, -0.086, -0.045], [-0.074, -0.055, -0.036], [0.018, -0.094, 0.004], [-0.072, -0.062, 0.013], [0.005, 0.006, 0.015]], "lowdin_charge": [-0.10, -0.21, -0.14, -0.64, -0.12, -0.10, -0.23, -0.05, -0.10, -0.13, -0.11, -0.05, 0.10, 0.10, 0.07, 0.08, 0.09, 0.10, 0.09, 0.08, 0.09, 0.08, 0.07, 0.10, -0.01, -0.48, 0.05, -0.02, 0.06, 0.08, 0.09, 0.09, 0.08, 0.05, -0.02, -0.50, 0.06, -0.03, 0.06, 0.09, 0.09, 0.08, 0.08, 0.08, -0.02, -0.50, 0.07, -0.04, 0.07, 0.08, 0.08, 0.08, 0.08, 0.07, -0.03, -0.50, 0.04, -0.02, 0.07, 0.09, 0.08, 0.07, 0.08, 0.09, -0.02, -0.50, 0.08, -0.03, 0.07, 0.08, 0.08, 0.08, 0.08, 0.08, -0.02, -0.50, 0.09, -0.03, 0.06, 0.08, 0.08, 0.08, 0.08, 0.08], "e_above_lowest_kj_mol": 0.0, "total_charge": -1, "homo_ev": -4.5}